The following is a quantum chemistry calculation of an isolated molecule of C2H3N2P3 in a non-equilibrium geometry, from the OMol25 dataset.

Last column: Mulliken charge in e.
CARTESIAN COORDINATES (ANGSTROEM)
C  0.30876  0.30803  -1.27578  -0.252
C  -0.26741  -0.95391  -0.63480  -0.684
N  -0.91072  1.91041  1.31079  -0.417
N  0.65537  -0.29933  2.00396  -0.199
P  0.14683  1.94556  -0.97567  0.252
P  1.19822  -1.00145  0.73116  0.278
P  -0.73484  0.66924  2.22657  0.089
H  0.80147  0.16869  -2.29297  0.258
H  -1.09999  -0.85990  0.10687  0.316
H  -0.09768  -1.88734  -1.20013  0.357

Calculated values
- max |F| (eV/Å) = 3.33
- calculated total energy (Ha) = -1211.43568
- lowest unoccupied orbital energy (spin up / spin down) (eV) = -1.281 / -1.281
- HOMO-LUMO gap (spin up / spin down) (eV) = 7.03 / 7.04
- relative energy (zero: lowest compared OMol25 entry of this formula, charge and spin) (kcal/mol) = 71.0


The following is a quantum chemistry calculation of a structure of composition C5H9NO2 in a non-equilibrium geometry, from the OMol25 dataset.

Last column: Mulliken charge in e.
CARTESIAN COORDINATES (ANGSTROEM)
C  -1.41969  0.10890  0.80214  0.523
C  -1.67452  1.04893  -0.30202  -0.441
O  -2.21226  -0.96718  0.84686  -0.431
O  -0.56057  0.29203  1.71448  -0.588
H  -1.94924  -1.53446  1.58876  0.372
H  0.64638  -0.09168  1.54299  0.267
H  0.03145  -0.89396  -0.53922  0.209
H  -0.75978  1.16020  -0.92988  -0.056
H  -1.90174  2.03391  0.10431  0.312
H  -2.48611  0.70368  -0.93648  0.303
C  1.09694  -0.73740  -0.74857  -0.391
C  1.46063  0.38353  -1.47363  -0.685
C  1.80903  -0.60914  1.07146  0.276
N  2.81077  -0.99136  1.50366  -0.556
H  1.57759  -1.67648  -1.00276  0.353
H  1.12899  1.38015  -1.22938  0.261
H  2.40215  0.39032  -2.01273  0.273

Calculated values
- max |F| (eV/Å) = 3.85
- calculated total energy (Ha) = -401.00530
- lowest unoccupied orbital energy (spin up / spin down) (eV) = 0.031 / 0.031
- HOMO-LUMO gap (spin up / spin down) (eV) = 8.15 / 8.15
- relative energy (zero: lowest compared OMol25 entry of this formula, charge and spin) (kcal/mol) = 107.6